This record from the OMol25 dataset describes a cluster of 2 separate species, C2H5S in total. The level of theory is ωB97M-V/def2-TZVPD.

Atoms and positions in Å:
S1 1.907 -1.267 0.246
C1 -1.725 0.844 -0.155
C2 -2.213 2.013 -0.513
H1 -2.172 -0.055 -0.562
H2 1.284 -1.996 1.185
H3 -3.094 2.141 -1.136
H4 -0.778 0.751 0.358
H5 -1.791 2.957 -0.190

## Properties
Maximum force ... 0.900 eV/A
ΔE to the lowest compared entry with this formula, charge and spin ... 112.3 kJ/mol
Gap between HOMO and LUMO (alpha / beta) ... 11.2 / 7.2 eV
2S+1 ... 2

=====

This record from the OMol25 dataset describes an isolated molecule of C2H6BFO2S at a distorted geometry. The level of theory is ωB97M-V/def2-TZVPD.

Atoms and positions in Å:
S1 1.235 0.881 -1.091
F1 1.117 0.039 -2.619
O1 2.686 0.802 -0.507
O2 0.836 2.374 -1.351
C1 0.368 -1.330 0.980
C2 -1.599 0.519 0.191
B1 -0.010 -0.003 0.064
H1 -0.145 -2.261 0.442
H2 -1.859 1.273 -0.666
H3 -1.711 0.949 1.277
H4 1.516 -1.531 1.089
H5 -0.194 -1.232 2.029
H6 -2.241 -0.479 0.163

## Properties
Maximum force ... 7.506 eV/A
Structure (SMILES) ... CB(C)S(=O)(=O)F
Gap between HOMO and LUMO ... 9.6 eV

=====

This record from the OMol25 dataset describes a structure of composition C2H6Br2N at a distorted geometry. The level of theory is ωB97M-V/def2-TZVPD.

Atoms and positions in Å:
Br1 -0.234 0.770 0.442
Br2 1.665 -2.124 -0.331
N1 -1.007 -2.265 0.271
C1 -0.073 -1.548 -0.637
C2 0.885 2.217 -0.220
H1 1.005 2.066 -1.287
H2 -1.027 -3.249 -0.041
H3 -1.947 -1.858 0.159
H4 -0.746 -2.252 1.268
H5 0.339 3.131 -0.006
H6 1.827 2.176 0.313

## Properties
Maximum force ... 2.012 eV/A
ΔE to the lowest compared entry with this formula, charge and spin ... 0.0 kJ/mol
Gap between HOMO and LUMO (alpha / beta) ... 8.7 / 7.7 eV
2S+1 ... 3
Net charge ... +1